The following is a DFT calculation (wB97M-V/def2-TZVPD) of the molecule C3H10N2S in a non-equilibrium geometry.

LUMO energy = 0.85 eV
SMILES = NC[C@H](N)CS
multiplicity = 1
E_HOMO = -8.64 eV

Each line ends with the natural charge from an NBO analysis.
CARTESIAN COORDINATES (ANGSTROEM)
1 N 0.973 -0.099 1.706  -0.861
2 C 0.401 0.948 0.892  -0.228
3 C -0.479 0.470 -0.229  -0.071
4 N -1.490 -0.432 0.263  -0.869
5 C 0.332 -0.157 -1.347  -0.509
6 S -0.789 -0.771 -2.698  -0.069
7 H 1.104 0.120 2.710  0.374
8 H 2.010 -0.214 1.377  0.358
9 H -0.267 1.671 1.507  0.200
10 H 1.172 1.619 0.460  0.181
11 H -1.009 1.375 -0.662  0.175
12 H -1.901 -1.070 -0.339  0.375
13 H -1.294 -0.777 1.201  0.379
14 H 0.800 -1.032 -0.803  0.221
15 H 1.128 0.406 -1.745  0.213
16 H -0.692 -2.057 -2.291  0.130

=====

The following is a DFT calculation (wB97M-V/def2-TZVPD) of the molecule C3H10N2S in a non-equilibrium geometry.

LUMO energy = 1.01 eV
SMILES = NCNCCS
multiplicity = 1
E_HOMO = -9.06 eV

Each line ends with the natural charge from an NBO analysis.
CARTESIAN COORDINATES (ANGSTROEM)
1 N -2.180 0.591 1.250  -0.883
2 C -1.142 1.254 0.479  -0.061
3 N 0.273 0.855 0.480  -0.611
4 C 0.375 -0.558 -0.005  -0.244
5 C 1.635 -0.663 -0.909  -0.488
6 S 1.862 -2.410 -1.491  -0.080
7 H -2.468 -0.326 0.955  0.361
8 H -2.985 1.152 1.475  0.375
9 H -1.155 2.305 0.819  0.184
10 H -1.498 1.380 -0.552  0.149
11 H 0.467 0.936 1.476  0.358
12 H -0.517 -0.661 -0.618  0.184
13 H 0.378 -1.321 0.785  0.194
14 H 2.461 -0.469 -0.228  0.213
15 H 1.510 -0.004 -1.764  0.221
16 H 2.984 -2.062 -2.151  0.127

=====

The following is a DFT calculation (wB97M-V/def2-TZVPD) of a structure of composition C3H10N2S in a non-equilibrium geometry.

LUMO energy = 0.41 eV
multiplicity = 1
E_HOMO = -7.15 eV

Each line ends with the natural charge from an NBO analysis.
CARTESIAN COORDINATES (ANGSTROEM)
1 C -1.752 1.501 -0.894  -0.618
2 C -2.246 0.321 -0.019  -0.529
3 S -1.047 -0.704 0.862  -0.419
4 H -1.024 2.295 -0.352  0.196
5 H -1.122 1.349 -1.833  0.197
6 H -2.619 1.994 -1.309  0.206
7 H -3.074 0.650 0.629  0.206
8 H -2.852 -0.303 -0.647  0.196
9 N 2.258 -0.958 1.584  -0.809
10 C 2.411 -0.894 0.241  0.354
11 N 1.410 -0.779 -0.628  -0.701
12 H 1.510 -0.386 1.968  0.432
13 H 2.749 -1.670 2.187  0.426
14 H 3.381 -1.231 -0.148  0.171
15 H 1.700 -0.706 -1.570  0.386
16 H 0.317 -0.480 -0.072  0.306

=====

The following is a DFT calculation (wB97M-V/def2-TZVPD) of a cluster of 2 separate species, C3H10N2S in total in a non-equilibrium geometry.

LUMO energy (spin up / spin down) = 1.02 / -1.15 eV
multiplicity = 3
E_HOMO (spin up / spin down) = -8.58 / -8.58 eV

Each line ends with the Mulliken spin population.
CARTESIAN COORDINATES (ANGSTROEM)
1 C 0.480 1.136 0.986  0.034
2 C 1.112 -1.661 -1.401  -0.006
3 C 1.049 0.300 -0.121  -0.040
4 N -1.907 -2.458 0.307  0.163
5 N 0.570 -1.114 -0.221  0.886
6 S -2.412 -0.872 -0.076  0.838
7 H -0.386 1.659 0.654  -0.006
8 H 0.293 0.431 1.853  0.001
9 H 1.141 1.920 1.196  0.000
10 H 1.907 -2.363 -1.361  0.037
11 H 0.319 -2.202 -1.939  0.036
12 H 1.393 -0.848 -2.038  0.001
13 H 0.972 0.788 -1.063  0.010
14 H 2.042 0.055 0.274  0.043
15 H -1.417 -2.330 1.126  0.002
16 H -1.193 -2.796 -0.344  0.001

=====

no.,calculated total energy (a.u.)
1,-627.968313
2,-627.964293
3,-627.928261
4,-627.849400